Formula: C2H8OS
Source: OMol25
Level of theory: ωB97M-V/def2-TZVPD

Summary:
- SMILES string: CO.CS
- Energy: -554.3817 Ha
- LUMO energy: 0.03298 Ha
- Relative energy (zero: lowest compared OMol25 entry of this formula, charge and spin): 94.8 kJ/mol
- Orbital gap: 9.8612 eV

CARTESIAN COORDINATES (ANGSTROEM)
1 C -2.485 0.784 0.198
2 S -1.582 -0.807 0.049
3 H -3.188 0.752 1.024
4 H -2.791 1.119 -0.785
5 H -1.726 1.470 0.577
6 H -2.562 -1.620 0.513
7 C 2.420 -0.266 -0.645
8 O 2.146 0.189 0.699
9 H 1.424 -0.326 -1.092
10 H 2.854 -1.261 -0.621
11 H 3.002 0.473 -1.193
12 H 2.488 -0.508 1.275



Formula: C17H23N2O7
Source: OMol25
Level of theory: ωB97M-V/def2-TZVPD

Summary:
- Energy: -1297.9384 Ha
- LUMO energy: 0.09123 Ha
- Charge: -1
- Relative energy (zero: lowest compared OMol25 entry of this formula, charge and spin): 0.0 kJ/mol
- Orbital gap: 7.7443 eV

CARTESIAN COORDINATES (ANGSTROEM)
1 O -0.513 -1.681 4.995
2 O 2.656 -2.094 -5.285
3 O 1.990 1.435 -0.249
4 O -1.718 2.331 4.009
5 O 1.786 3.201 1.072
6 O 3.037 -0.117 -4.249
7 O -2.638 -3.467 -3.877
8 C -0.097 -0.631 4.526
9 C 2.614 -1.399 -4.280
10 C 1.312 2.289 0.357
11 C -0.656 2.329 3.385
12 C -1.321 -0.540 -2.141
13 C -2.188 -1.481 -2.697
14 C 0.058 -0.719 -2.243
15 C -0.299 -2.775 -3.456
16 C -1.697 -2.606 -3.362
17 C 0.582 -1.839 -2.896
18 N 0.112 3.421 3.298
19 N -0.559 -0.185 3.363
20 C -2.176 -4.593 -4.632
21 C 0.966 0.152 5.271
22 C 2.077 -2.015 -2.994
23 C -0.188 4.706 3.920
24 C -0.214 2.148 0.321
25 C -0.692 0.990 1.214
26 C -0.170 1.053 2.664
27 H 3.305 0.094 -5.153
28 H -1.723 0.328 -1.630
29 H -3.261 -1.339 -2.616
30 H 0.728 0.019 -1.810
31 H 0.129 -3.629 -3.965
32 H 0.917 3.380 2.667
33 H -1.283 -0.743 2.946
34 H -3.034 -5.162 -5.002
35 H -1.569 -5.257 -4.009
36 H -1.586 -4.266 -5.494
37 H 1.275 -0.419 6.144
38 H 1.822 0.315 4.620
39 H 0.548 1.105 5.589
40 H 2.563 -1.528 -2.142
41 H 2.339 -3.074 -2.960
42 H -1.268 4.862 3.951
43 H 0.274 5.505 3.337
44 H 0.207 4.722 4.936
45 H -0.540 1.974 -0.705
46 H -0.687 3.075 0.651
47 H -0.358 0.052 0.767
48 H -1.783 0.985 1.224
49 H 0.919 1.093 2.622



Formula: C4H6P2S
Source: OMol25
Level of theory: ωB97M-V/def2-TZVPD

Summary:
- Energy: -1236.6258 Ha
- LUMO energy (alpha / beta): -0.03844 / -0.02810 Ha
- Relative energy (zero: lowest compared OMol25 entry of this formula, charge and spin): 637.8 kJ/mol
- Orbital gap (alpha / beta): 6.2590 / 6.4862 eV

CARTESIAN COORDINATES (ANGSTROEM)
1 C 1.276 -1.443 -0.103
2 C -0.030 -1.942 -0.132
3 C 1.659 -0.167 -0.304
4 C -1.244 0.354 -0.344
5 P 2.348 1.313 0.011
6 P -2.708 1.304 -0.112
7 S -1.553 -1.279 -0.052
8 H 1.865 -2.359 -0.294
9 H -0.139 -3.027 0.036
10 H 1.465 2.071 0.822
11 H 2.352 1.882 -1.163
12 H -2.084 2.435 0.370
13 H -3.207 0.858 1.264



Formula: C36H72O47S8
Source: OMol25
Level of theory: ωB97M-V/def2-TZVPD

Summary:
- Energy: -8136.5067 Ha
- LUMO energy: 0.00110 Ha
- Relative energy (zero: lowest compared OMol25 entry of this formula, charge and spin): 0.0 kJ/mol
- Orbital gap: 10.5386 eV

CARTESIAN COORDINATES (ANGSTROEM)
1 C 8.233 9.623 18.815
2 C 8.697 8.127 18.648
3 O 9.607 7.970 17.592
4 C 10.894 8.237 17.839
5 O 11.347 8.681 18.854
6 O 11.664 7.951 16.798
7 C 11.280 7.355 15.591
8 H 7.501 9.686 19.695
9 H 7.619 9.933 17.915
10 H 9.090 10.229 18.868
11 H 7.794 7.533 18.436
12 H 9.167 7.770 19.604
13 H 10.506 7.983 14.956
14 H 10.799 6.433 15.872
15 H 12.221 7.245 15.098
16 C 16.056 15.097 24.423
17 C 14.974 16.085 24.612
18 O 14.262 15.869 25.939
19 C 13.170 15.152 25.926
20 O 12.490 14.892 24.956
21 O 12.903 14.855 27.210
22 C 11.576 14.501 27.597
23 H 16.957 15.421 25.019
24 H 16.321 15.001 23.341
25 H 15.682 14.207 24.853
26 H 14.209 16.079 23.869
27 H 15.315 17.093 24.643
28 H 11.553 13.484 27.691
29 H 10.980 14.867 26.806
30 H 11.447 15.037 28.539
31 C 12.847 11.273 14.355
32 C 12.767 12.076 15.646
33 O 11.409 12.679 15.733
34 C 10.474 11.891 16.290
35 O 10.680 10.770 16.705
36 O 9.288 12.483 16.332
37 C 9.138 13.775 15.625
38 H 13.891 11.199 14.114
39 H 12.353 11.816 13.539
40 H 12.427 10.261 14.548
41 H 13.394 12.971 15.682
42 H 12.990 11.451 16.511
43 H 9.870 14.537 16.024
44 H 8.074 13.988 15.780
45 H 9.410 13.685 14.601
46 C 14.272 17.593 16.207
47 C 15.184 17.043 15.123
48 O 14.390 16.425 14.154
49 C 14.759 15.173 13.874
50 O 15.716 14.605 14.435
51 O 13.936 14.791 12.911
52 C 14.253 13.703 12.142
53 H 13.826 16.801 16.742
54 H 13.568 18.309 15.773
55 H 14.876 18.186 16.957
56 H 15.849 16.306 15.585
57 H 15.791 17.793 14.584
58 H 15.277 13.898 11.621
59 H 13.515 13.515 11.378
60 H 14.507 12.899 12.782
61 C 13.730 8.866 21.182
62 C 12.667 9.967 21.131
63 O 12.676 10.734 22.387
64 C 13.560 11.714 22.355
65 O 14.100 12.166 21.345
66 O 13.864 12.154 23.565
67 C 13.806 11.226 24.695
68 H 13.621 8.107 20.402
69 H 13.660 8.276 22.098
70 H 14.631 9.364 21.091
71 H 11.635 9.577 21.084
72 H 12.793 10.624 20.301
73 H 12.797 11.086 25.034
74 H 14.302 11.761 25.508
75 H 14.313 10.217 24.474
76 C 18.643 16.551 21.487
77 C 19.194 17.224 20.199
78 O 19.965 16.188 19.468
79 S 20.243 14.974 20.457
80 O 21.353 15.205 21.337
81 O 20.219 13.754 19.786
82 O 18.879 15.099 21.283
83 H 17.567 16.627 21.412
84 H 19.076 16.857 22.413
85 H 19.897 18.099 20.356
86 H 18.337 17.471 19.549
87 C 14.111 9.414 17.732
88 C 15.126 10.366 18.216
89 O 16.255 10.113 17.382
90 S 15.773 9.594 15.927
91 O 16.331 8.302 15.661
92 O 15.989 10.643 14.985
93 O 14.299 9.483 16.308
94 H 13.107 9.754 17.990
95 H 14.229 8.348 18.135
96 H 15.453 10.250 19.251
97 H 14.695 11.347 18.190
98 C 17.765 12.142 20.816
99 C 18.587 11.008 20.291
100 O 18.785 10.059 21.409
101 S 18.071 10.660 22.729
102 O 18.956 10.534 23.843
103 O 16.698 10.217 22.813
104 O 18.117 12.200 22.231
105 H 16.726 12.042 20.588
106 H 18.049 13.132 20.320
107 H 19.580 11.421 19.993
108 H 18.101 10.426 19.533
109 C 18.139 14.700 16.588
110 C 17.672 13.235 16.711
111 O 17.015 13.276 17.992
112 S 16.287 14.684 18.250
113 O 16.633 15.081 19.576
114 O 14.913 14.592 17.953
115 O 17.128 15.484 17.241
116 H 18.149 14.981 15.567
117 H 19.121 15.010 16.957
118 H 18.547 12.559 16.855
119 H 16.948 12.805 16.015
120 C 12.772 15.156 21.780
121 C 13.646 15.429 20.547
122 O 13.139 16.778 20.112
123 S 12.980 17.607 21.425
124 O 11.911 18.508 21.217
125 O 14.245 17.953 21.998
126 O 12.466 16.413 22.364
127 H 13.264 14.646 22.597
128 H 11.882 14.624 21.545
129 H 13.359 14.750 19.755
130 H 14.684 15.439 20.619
131 C 10.758 17.528 24.607
132 C 9.191 17.568 24.653
133 O 8.973 18.616 25.603
134 S 10.276 19.058 26.396
135 O 10.102 19.063 27.788
136 O 10.804 20.217 25.780
137 O 11.145 17.833 25.981
138 H 10.979 18.256 23.839
139 H 11.166 16.544 24.322
140 H 8.763 16.652 25.039
141 H 8.743 17.826 23.673
142 C 9.830 11.585 24.174
143 C 9.562 12.109 22.738
144 O 8.808 13.334 22.793
145 S 7.899 13.224 24.060
146 O 6.867 12.380 23.755
147 O 7.729 14.516 24.589
148 O 8.886 12.471 24.929
149 H 10.851 11.893 24.497
150 H 9.638 10.563 24.307
151 H 9.053 11.326 22.209
152 H 10.485 12.326 22.193
153 C 9.204 17.179 19.724
154 C 10.141 16.918 18.528
155 O 9.895 15.552 18.181
156 S 9.513 14.704 19.525
157 O 10.556 13.828 19.934
158 O 8.233 14.167 19.373
159 O 9.441 15.931 20.530
160 H 8.199 17.144 19.390
161 H 9.548 17.936 20.367
162 H 11.217 17.034 18.892
163 H 9.908 17.563 17.702



Formula: C4H10O2
Source: OMol25
Level of theory: ωB97M-V/def2-TZVPD

Summary:
- SMILES string: CC(C)C=O.O
- Energy: -308.8776 Ha
- LUMO energy: 0.03251 Ha
- Relative energy (zero: lowest compared OMol25 entry of this formula, charge and spin): 54.0 kJ/mol
- Orbital gap: 10.9339 eV

CARTESIAN COORDINATES (ANGSTROEM)
1 C -1.105 -1.004 -0.640
2 C -0.044 0.068 -0.927
3 C -0.340 1.396 -0.238
4 O 0.438 -0.411 2.402
5 C 1.320 -0.480 -0.588
6 O 2.142 0.055 0.126
7 H -0.890 -1.938 -1.173
8 H -1.138 -1.210 0.435
9 H -2.092 -0.656 -0.963
10 H -1.145 1.928 -0.754
11 H -0.649 1.216 0.795
12 H 0.547 2.036 -0.220
13 H 0.194 0.359 2.927
14 H 1.553 -1.458 -1.062
15 H -0.005 0.220 -2.020
16 H 1.215 -0.120 1.900



Formula: C30H48IrP2
Source: OMol25
Level of theory: ωB97M-V/def2-TZVPD

Summary:
- Multiplicity: 5
- ⟨S²⟩: 6.018
- Energy: -1958.5260 Ha
- LUMO energy (alpha / beta): -0.06528 / -0.19713 Ha
- Charge: +1
- Relative energy (zero: lowest compared OMol25 entry of this formula, charge and spin): 0.0 kJ/mol
- Orbital gap (alpha / beta): 5.6146 / 5.3938 eV

CARTESIAN COORDINATES (ANGSTROEM)
1 Ir 0.194 0.032 0.232
2 C -0.742 1.596 -1.187
3 C -1.509 0.430 -1.495
4 C -1.794 0.871 0.768
5 C -0.924 1.900 0.217
6 C -2.130 -0.036 -0.300
7 C -0.022 2.468 -2.158
8 H 0.359 1.895 -3.005
9 H 0.808 2.990 -1.677
10 H -0.712 3.228 -2.549
11 C -0.462 3.139 0.892
12 H 0.276 3.659 0.279
13 H 0.004 2.905 1.851
14 H -1.308 3.811 1.073
15 C -2.410 0.843 2.124
16 H -3.311 1.468 2.141
17 H -1.716 1.213 2.878
18 H -2.702 -0.175 2.399
19 C -3.044 -1.208 -0.173
20 H -4.086 -0.892 -0.316
21 H -2.971 -1.661 0.819
22 H -2.822 -1.971 -0.924
23 C -1.640 -0.202 -2.838
24 H -2.554 0.155 -3.339
25 H -1.722 -1.295 -2.766
26 H -0.793 0.052 -3.487
27 C 6.019 -3.079 -2.298
28 C 5.434 -2.734 -3.460
29 C 4.995 -3.684 -4.533
30 C 4.706 -5.139 -4.092
31 C 3.672 -5.301 -3.015
32 C 3.837 -5.262 -1.691
33 C 5.148 -5.111 -0.973
34 C 6.297 -4.455 -1.774
35 H 5.773 -3.722 -5.315
36 H 5.654 -5.640 -3.862
37 H 4.095 -3.292 -5.030
38 H 6.644 -5.153 -2.544
39 H 6.402 -2.279 -1.652
40 H 5.379 -1.671 -3.730
41 H 7.138 -4.349 -1.069
42 H 5.002 -4.536 -0.046
43 H 2.978 -5.485 -1.039
44 H 5.494 -6.108 -0.651
45 H 4.308 -5.653 -4.982
46 H 2.670 -5.529 -3.412
47 P 2.234 -0.308 -0.802
48 C 3.565 0.790 -0.290
49 C 2.301 -0.553 -2.614
50 P 0.580 -2.280 0.223
51 C 2.399 -2.030 -0.123
52 C 0.005 -3.324 -1.147
53 C 0.330 -3.234 1.747
54 H 3.424 1.110 0.751
55 H 3.531 1.672 -0.946
56 H 4.527 0.271 -0.407
57 H 3.171 -1.175 -2.883
58 H 2.405 0.435 -3.084
59 H 1.384 -1.034 -2.982
60 H 0.984 -4.116 1.705
61 H -0.724 -3.548 1.766
62 H 0.538 -2.662 2.657
63 H 3.007 -2.049 0.795
64 H 2.779 -2.747 -0.868
65 H -0.991 -3.706 -0.879
66 H 0.707 -4.166 -1.257
67 H -0.052 -2.767 -2.092
68 C 0.806 -0.134 2.209
69 C 1.439 0.856 3.157
70 C 0.704 1.843 3.849
71 C 1.265 2.514 4.950
72 C 2.554 2.210 5.389
73 C 3.300 1.245 4.695
74 C 2.769 0.614 3.571
75 H -0.168 -0.448 2.644
76 H 1.461 -1.010 2.271
77 H -0.326 2.089 3.614
78 H 0.681 3.279 5.462
79 H 2.980 2.717 6.249
80 H 4.312 0.992 5.036
81 H 3.367 -0.141 3.048